1.
Below is CF2I2 in the gas phase in a non-equilibrium geometry, with properties calculated with ωB97M-V with the def2-TZVPD basis set.

Each line ends with the Mulliken charge.
Cartesian coordinates (Å):
F: 0.029 -0.582 1.319  -0.09
C: 0.114 0.074 0.192  0.04
F: -0.237 1.406 0.384  -0.13
I: 1.947 -0.174 -0.825  0.20
I: -1.853 -0.724 -1.071  0.00

- Lowest unoccupied orbital energy: -0.0551 hartree
- Spin multiplicity: 1
- Energy above the lowest of the compared OMol25 structures with the same formula, charge and spin: 10.5 kcal/mol
- Orbital gap: 0.3039 hartree
- SMILES string: FC(F)(I)I
- Molecular weight: 303.81 g mol⁻¹
- Highest occupied orbital energy: -0.3590 Ha
- Electronic energy: -833.18376 a.u.

***

2.
Below is a gas-phase ion, C12H14NS (charge +1) in a non-equilibrium geometry, with properties calculated with ωB97M-V with the def2-TZVPD basis set.

Each line ends with the Mulliken charge.
Cartesian coordinates (Å):
S: -2.337 -0.799 -4.676  -0.25
C: -1.075 -1.166 -3.373  -0.64
C: -1.792 -1.356 -1.954  -0.71
C: -0.877 -2.097 -0.899  -0.63
C: -0.113 -1.092 0.059  0.21
C: -0.748 0.119 0.606  -0.46
C: 0.063 1.028 1.468  0.95
C: -0.533 2.281 2.001  -0.77
C: 0.351 3.129 2.817  -0.38
C: 1.787 2.755 3.118  -0.49
C: 2.339 1.508 2.590  -0.57
C: 1.479 0.635 1.738  0.63
C: 2.036 -0.609 1.174  -0.51
N: 1.220 -1.403 0.379  -0.03
H: -1.781 -1.316 -5.832  0.16
H: -0.395 -0.268 -3.294  0.30
H: -0.451 -2.069 -3.616  0.36
H: -2.095 -0.313 -1.634  0.27
H: -2.771 -1.892 -2.146  0.42
H: -0.050 -2.618 -1.479  0.27
H: -1.404 -2.911 -0.326  0.37
H: -1.817 0.313 0.325  0.40
H: -1.576 2.628 1.807  0.37
H: 0.007 4.107 3.256  0.35
H: 2.439 3.411 3.755  0.36
H: 3.388 1.202 2.809  0.33
H: 3.086 -0.950 1.340  0.36
H: 1.617 -2.258 -0.014  0.32

- Lowest unoccupied orbital energy: -0.1754 hartree
- Net charge: +1
- Spin multiplicity: 1
- Energy above the lowest of the compared OMol25 structures with the same formula, charge and spin: 0.0 kcal/mol
- Orbital gap: 0.2481 hartree
- SMILES string: SCCCc1cc2ccccc2c[nH+]1
- Molecular weight: 204.32 g mol⁻¹
- Highest occupied orbital energy: -0.4236 Ha
- Electronic energy: -918.30068 a.u.

***

3.
Below is 2 unconnected molecules or ions with the total composition C3H6BClO2 in a non-equilibrium geometry, with properties calculated with ωB97M-V with the def2-TZVPD basis set.

Each line ends with the Mulliken charge.
Cartesian coordinates (Å):
B: -1.262 -0.067 -0.212  0.55
C: 0.259 2.091 -0.887  -0.45
C: -0.734 1.299 -0.592  -0.05
C: 1.880 -1.125 -0.740  -0.62
O: -1.829 -0.894 -1.131  -0.47
O: -1.283 -0.394 1.116  -0.61
Cl: 2.357 -0.199 0.637  -0.10
H: 1.121 1.601 -1.294  0.19
H: 0.225 3.226 -0.596  0.21
H: 1.318 -2.020 -0.678  0.36
H: 1.815 -0.590 -1.697  0.36
H: -2.298 -1.558 -0.604  0.31
H: -0.709 0.187 1.719  0.32

- Lowest unoccupied orbital energy (alpha / beta): -0.0115 / -0.0143 hartree
- Spin multiplicity: 1
- Energy above the lowest of the compared OMol25 structures with the same formula, charge and spin: 96.7 kcal/mol
- Orbital gap (alpha / beta): 0.3020 / 0.3092 hartree
- Molecular weight: 120.34 g mol⁻¹
- Highest occupied orbital energy (alpha / beta): -0.3134 / -0.3235 Ha
- Electronic energy: -753.36635 a.u.

***

4.
Below is C17H23NO3 in the gas phase, with properties calculated with ωB97M-V with the def2-TZVPD basis set.

Each line ends with the Mulliken charge.
Cartesian coordinates (Å):
C: 1.375 -1.416 0.591  -1.40
C: 0.203 -0.877 1.324  0.52
C: -0.665 0.118 0.908  -0.08
C: -0.752 0.929 -0.295  0.60
O: -1.629 1.754 -0.463  -0.70
O: 0.225 0.665 -1.167  -0.33
C: 0.242 1.393 -2.401  0.26
C: -0.098 0.445 -3.549  -0.78
C: -0.018 1.181 -4.883  -1.03
C: 1.354 1.824 -5.115  0.55
C: 2.439 0.784 -5.388  -1.57
C: 1.706 2.728 -3.929  -1.04
C: 1.631 1.993 -2.594  -0.65
N: -1.614 0.308 1.892  -0.02
C: -1.381 -0.521 2.914  -0.49
C: -0.254 -1.283 2.607  0.69
C: 0.278 -2.283 3.518  0.76
O: 1.235 -2.994 3.291  -0.64
C: -0.465 -2.346 4.847  -0.84
C: -1.957 -2.046 4.724  -0.74
C: -2.180 -0.641 4.159  -0.70
H: 2.078 -0.616 0.367  0.26
H: 1.865 -2.178 1.190  0.41
H: 1.058 -1.846 -0.357  0.24
H: -0.511 2.190 -2.339  0.31
H: 0.599 -0.394 -3.528  0.30
H: -1.104 0.048 -3.403  0.35
H: -0.240 0.486 -5.694  0.42
H: -0.780 1.964 -4.897  0.36
H: 1.279 2.458 -6.007  0.33
H: 2.177 0.189 -6.260  0.39
H: 3.389 1.276 -5.582  0.38
H: 2.571 0.112 -4.546  0.30
H: 1.006 3.567 -3.907  0.38
H: 2.710 3.136 -4.063  0.42
H: 1.845 2.684 -1.776  0.33
H: 2.368 1.191 -2.553  0.30
H: -2.355 0.986 1.796  0.24
H: 0.005 -1.609 5.506  0.28
H: -0.301 -3.332 5.285  0.39
H: -2.417 -2.778 4.057  0.31
H: -2.432 -2.134 5.702  0.33
H: -1.843 0.106 4.887  0.26
H: -3.239 -0.461 3.962  0.35

- Lowest unoccupied orbital energy: 0.0266 hartree
- Spin multiplicity: 1
- Energy above the lowest of the compared OMol25 structures with the same formula, charge and spin: 3.7 kcal/mol
- Orbital gap: 0.3409 hartree
- SMILES string: Cc1c(C(=O)O[C@H]2CC[C@@H](C)CC2)[nH]c2c1C(=O)CCC2
- Molecular weight: 289.37 g mol⁻¹
- Highest occupied orbital energy: -0.3143 Ha
- Electronic energy: -942.12974 a.u.

***

5.
Below is 2 unconnected molecules or ions with the total composition C2H7O2 in a non-equilibrium geometry, with properties calculated with ωB97M-V with the def2-TZVPD basis set.

Each line ends with the Mulliken spin population.
Cartesian coordinates (Å):
O: -0.696 4.027 -1.397  1.04
H: -0.289 4.657 -2.071  -0.02
H: 1.503 -0.521 1.248  0.00
H: -1.265 4.508 -0.714  -0.02
C: 0.483 -0.517 0.799  0.00
C: 0.169 -1.727 0.064  0.00
O: 0.218 -2.775 0.794  0.00
H: -0.148 -0.416 1.705  0.00
H: 0.379 0.368 0.169  0.00
H: -0.199 -1.861 -0.955  0.00
H: 0.095 -3.585 0.265  0.00

- Lowest unoccupied orbital energy (alpha / beta): -0.3278 / -0.5735 hartree
- Net charge: +2
- Spin multiplicity: 2
- Energy above the lowest of the compared OMol25 structures with the same formula, charge and spin: 22.2 kcal/mol
- Orbital gap (alpha / beta): 0.4703 / 0.2245 hartree
- Molecular weight: 63.08 g mol⁻¹
- Highest occupied orbital energy (alpha / beta): -0.7981 / -0.7981 Ha
- Electronic energy: -230.01527 a.u.

***

6.
Below is C5H7NO in the gas phase, with properties calculated with ωB97M-V with the def2-TZVPD basis set.

Each line ends with the Mulliken charge.
Cartesian coordinates (Å):
C: 1.439 1.000 -1.364  0.09
C: 1.222 -0.080 -0.878  -0.39
C: 0.801 -1.273 -0.144  -0.53
C: -0.546 -0.992 0.587  -0.62
N: -0.712 0.386 1.015  -0.17
C: -1.199 1.342 0.157  0.04
O: -0.922 2.522 0.201  -0.54
H: 1.588 1.981 -1.757  0.38
H: 1.582 -1.567 0.569  0.28
H: 0.679 -2.118 -0.831  0.31
H: -1.379 -1.242 -0.082  0.30
H: -0.626 -1.643 1.463  0.29
H: 0.010 0.758 1.624  0.26
H: -1.937 0.929 -0.560  0.30

- Lowest unoccupied orbital energy: 0.0325 hartree
- Spin multiplicity: 1
- Energy above the lowest of the compared OMol25 structures with the same formula, charge and spin: 45.6 kcal/mol
- Orbital gap: 0.3909 hartree
- SMILES string: C#CCCNC=O
- Molecular weight: 97.12 g mol⁻¹
- Highest occupied orbital energy: -0.3584 Ha
- Electronic energy: -324.65182 a.u.

***

7.
Below is C3H7NS in the gas phase in a non-equilibrium geometry, with properties calculated with ωB97M-V with the def2-TZVPD basis set.

Each line ends with the Mulliken spin population.
Cartesian coordinates (Å):
C: -0.758 0.564 -1.280  -0.02
C: 0.376 1.265 -0.964  0.03
C: 0.830 -0.835 1.953  0.92
N: -0.975 -0.666 -0.621  0.46
S: 0.044 -1.522 0.625  0.52
H: -1.483 0.874 -2.045  0.02
H: 0.809 0.927 -0.025  0.02
H: 0.676 2.045 -1.562  0.00
H: 0.126 -0.776 2.765  0.04
H: 1.302 0.128 1.762  0.03
H: -1.995 -0.722 -0.345  -0.05
H: 1.047 -1.282 -0.262  0.04

- Lowest unoccupied orbital energy (alpha / beta): 0.0382 / -0.0646 hartree
- Spin multiplicity: 3
- Energy above the lowest of the compared OMol25 structures with the same formula, charge and spin: 57.8 kcal/mol
- Orbital gap (alpha / beta): 0.2260 / 0.2484 hartree
- Molecular weight: 89.16 g mol⁻¹
- Highest occupied orbital energy (alpha / beta): -0.1878 / -0.3131 Ha
- Electronic energy: -571.18707 a.u.